ORCA calculation (ωB97M-V with the def2-TZVPD basis set) on a cluster of 2 separate species, C6H7ClF3N2 in total at a distorted geometry.

Geometry (Å):
C: -3.9296 1.9649 -0.2252
C: -2.4146 -0.0120 -0.0636
C: 2.0134 -0.7466 -0.4468
C: -0.2624 -1.0133 0.3256
C: 2.9530 -1.7146 0.0497
C: 2.2246 0.6736 -0.0167
N: -3.1648 0.9955 -0.0984
N: -1.0708 0.0334 0.1075
F: 3.4099 1.1579 -0.3764
F: 2.0903 0.8464 1.3179
F: 1.2905 1.5019 -0.5569
Cl: -0.8874 -2.5401 0.1981
H: -4.2554 2.2952 -1.2066
H: -4.2895 2.4995 0.6476
H: -2.8433 -1.0135 -0.1042
H: 3.3995 -1.5006 1.0263
H: 3.7728 -1.6405 -0.6848
H: 2.5736 -2.7307 -0.0129
H: -0.6098 0.9435 0.1197

Summary:
net charge: +1
orbital gap (alpha / beta): 6.83 / 6.06 eV
HOMO level (alpha / beta): -12.061 / -11.341 eV
energy relative to the best compared isomer or geometry (same formula, charge and spin): 227.6 kJ/mol